DFT (wB97M-V/def2-TZVPD) results for 14 unconnected molecules or ions with the total composition C38H94O14 at a distorted geometry.

```
146
Properties=species:S:1:pos:R:3:forces:R:3
C 32.006 9.195 29.950 0.3 -0.6 0.0
C 30.892 9.142 31.008 -1.0 0.2 -0.8
C 29.920 10.334 30.572 1.7 -0.7 0.0
O 30.777 11.082 29.731 0.1 1.2 -0.8
C 31.510 10.182 28.902 0.1 0.1 1.1
H 32.164 8.202 29.530 0.1 -0.1 -0.2
H 32.966 9.535 30.336 0.0 0.1 0.2
H 31.242 9.242 32.035 -0.1 0.1 -0.1
H 30.398 8.180 30.869 -0.3 0.0 0.5
H 29.618 10.931 31.433 0.0 0.1 -0.2
H 29.056 10.075 29.961 -0.2 -0.6 0.4
H 32.350 10.677 28.416 -0.3 0.4 0.1
H 30.897 9.722 28.127 -0.3 -0.1 0.0
C 33.340 5.069 32.398 0.0 -1.4 1.6
C 33.320 3.528 32.258 -0.5 -0.4 0.1
C 34.187 3.240 31.012 -0.9 1.2 2.6
O 34.158 4.492 30.333 -0.8 0.0 -1.7
C 33.364 5.475 30.995 1.1 0.9 0.0
H 34.257 5.400 32.886 0.0 0.1 0.2
H 32.474 5.430 32.952 0.1 0.1 -0.1
H 32.305 3.187 32.053 -0.2 0.1 -0.1
H 33.618 2.971 33.146 0.3 0.2 -0.1
H 33.855 2.370 30.444 0.3 0.4 -0.8
H 35.220 3.113 31.333 0.6 -0.1 -0.4
H 32.352 5.600 30.611 -0.3 -0.7 -0.9
H 33.796 6.460 30.816 0.4 0.0 -0.4
C 35.502 8.315 32.223 0.9 -0.5 -0.5
C 34.375 8.785 33.082 -1.4 -0.8 -0.1
C 34.634 10.267 33.180 1.0 -0.3 0.4
O 36.068 10.292 33.317 -0.3 1.1 0.5
C 36.652 9.157 32.727 0.3 0.4 -0.1
H 35.340 8.495 31.160 0.0 -0.1 -0.1
H 35.839 7.291 32.383 -0.5 -0.4 -0.2
H 34.412 8.206 34.005 0.0 0.6 0.6
H 33.389 8.569 32.670 -0.1 0.0 -0.2
H 34.184 10.761 34.041 0.1 0.0 0.0
H 34.378 10.789 32.258 -0.3 0.0 -0.1
H 37.219 8.662 33.516 0.1 -0.3 0.0
H 37.330 9.433 31.919 0.1 0.1 0.0
C 37.724 10.144 38.008 -0.1 -1.5 1.3
C 37.615 9.617 36.599 -0.8 0.9 -0.5
C 38.346 10.765 35.913 -0.1 0.1 -0.3
O 39.454 11.003 36.748 1.8 -0.1 0.4
C 39.175 10.563 38.075 -1.3 0.5 -0.3
H 37.605 9.347 38.742 -0.4 0.0 0.2
H 37.038 10.947 38.281 0.0 0.0 -0.4
H 36.597 9.466 36.240 -0.1 0.2 0.0
H 38.128 8.665 36.468 0.3 0.0 0.1
H 37.810 11.715 35.908 -0.7 -0.2 -0.2
H 38.660 10.580 34.885 0.3 -0.1 0.0
H 39.224 11.379 38.796 0.7 0.0 -0.1
H 39.740 9.685 38.389 0.6 0.2 -0.2
C 34.674 8.852 38.565 -0.8 0.1 -0.1
C 34.874 7.414 38.094 0.6 0.1 0.6
C 33.635 7.087 37.241 1.0 0.7 1.7
O 32.722 8.209 37.499 -0.3 -1.0 -0.8
C 33.128 8.933 38.661 1.6 -0.3 0.7
H 34.990 9.541 37.781 0.0 0.1 0.1
H 35.200 9.085 39.491 -0.1 0.0 -0.1
H 34.950 6.772 38.971 -0.2 -0.1 0.0
H 35.821 7.277 37.572 -0.1 0.1 -0.2
H 33.267 6.132 37.617 -0.7 0.2 -0.2
H 33.995 6.943 36.223 -0.9 0.6 -0.4
H 32.745 8.501 39.586 0.0 -0.6 0.0
H 32.758 9.957 38.702 -0.1 0.0 -0.7
O 37.315 5.290 29.818 -0.3 -0.8 0.0
H 37.135 5.258 30.757 0.2 0.2 0.3
H 37.531 6.207 29.646 0.1 0.9 -0.2
O 39.874 9.052 31.354 0.1 0.4 -0.4
H 39.777 8.212 31.803 -0.1 -0.7 0.6
H 40.806 9.104 31.142 0.4 0.1 -0.1
O 37.255 12.917 33.361 -0.3 0.7 0.3
H 37.907 12.570 32.752 0.5 -0.2 -0.3
H 36.767 12.148 33.654 -0.1 -0.3 0.0
C 39.803 12.540 29.647 2.8 0.9 0.0
C 40.362 12.471 31.101 -1.1 2.0 -0.5
C 40.660 13.852 31.775 -0.5 -0.7 -1.1
O 39.334 11.786 31.746 -0.4 -0.6 1.6
H 40.089 11.586 29.203 -0.9 -0.2 -0.3
H 40.424 13.237 29.086 0.1 0.3 -0.3
H 38.787 12.917 29.531 0.0 -0.6 0.5
H 41.299 11.920 31.189 0.1 -0.3 -0.4
H 40.844 13.776 32.846 0.2 -0.2 -0.2
H 39.875 14.590 31.612 -0.3 -0.2 0.1
H 41.513 14.242 31.219 0.3 0.1 0.4
H 39.476 10.863 31.527 -0.4 -0.4 0.3
C 31.009 11.772 34.549 -0.2 -0.3 0.9
C 31.062 10.638 35.604 0.9 1.7 -1.0
C 30.922 9.319 34.898 -1.3 -0.6 1.0
O 32.311 10.682 36.295 0.3 0.8 -0.6
H 31.185 12.717 35.062 0.3 0.1 -0.4
H 29.998 11.826 34.143 -0.1 -0.1 0.0
H 31.676 11.589 33.707 0.3 0.2 0.1
H 30.354 10.934 36.378 -0.9 -0.8 -0.3
H 31.825 9.026 34.363 0.1 0.1 0.3
H 30.084 9.283 34.202 -0.1 0.3 -0.1
H 30.644 8.638 35.702 0.4 -0.8 -0.3
H 32.427 9.874 36.799 -0.1 -0.4 -0.2
C 34.783 14.879 36.785 0.6 2.3 0.3
C 34.141 13.583 36.944 -0.8 -1.4 -2.4
C 35.027 12.434 36.594 1.3 -0.8 -0.4
O 33.649 13.468 38.210 -0.9 -0.3 2.7
H 35.714 14.923 37.352 0.3 -0.1 -0.2
H 34.157 15.637 37.255 -0.2 0.0 0.0
H 34.932 15.245 35.769 0.2 -0.5 -0.1
H 33.291 13.487 36.269 -0.2 0.3 -0.5
H 35.927 12.440 37.208 0.0 0.1 0.2
H 35.383 12.501 35.566 0.0 0.2 -0.2
H 34.574 11.445 36.669 -0.3 0.2 0.2
H 32.746 13.147 38.152 0.1 -0.1 0.2
C 38.548 9.299 27.670 0.7 1.4 -1.2
C 37.702 9.327 28.886 -2.4 0.4 -2.1
C 36.200 9.215 28.391 0.8 0.7 0.6
O 37.953 8.204 29.628 -0.3 -2.2 1.3
H 38.394 8.441 27.016 0.4 -0.5 0.6
H 39.569 9.535 27.968 0.4 -0.6 -0.4
H 38.276 10.101 26.984 -0.1 0.5 0.2
H 37.906 10.218 29.480 -0.3 0.3 0.0
H 35.526 9.444 29.217 -0.2 -0.6 0.0
H 36.048 8.253 27.901 0.0 -0.3 0.6
H 35.913 9.917 27.608 0.5 0.4 0.1
H 38.801 8.307 30.065 0.3 0.2 0.2
C 35.597 12.365 30.153 -0.6 -0.4 1.5
C 35.984 13.091 28.906 -1.0 0.0 -0.7
C 34.773 13.520 28.079 -0.7 -1.5 -0.8
O 36.718 14.214 29.229 1.3 1.3 0.6
H 36.367 12.197 30.905 0.6 -0.2 -0.5
H 35.090 11.421 29.952 0.1 -0.1 -0.3
H 34.891 12.912 30.778 -0.3 0.5 -0.4
H 36.604 12.481 28.249 0.0 -0.6 0.1
H 34.222 14.417 28.362 0.6 0.1 0.1
H 34.034 12.718 28.088 -0.3 -0.2 0.4
H 35.027 13.476 27.020 0.2 0.9 -0.1
H 37.350 14.362 28.521 0.0 0.3 0.0
C 39.815 7.051 34.476 -0.2 -0.5 -0.9
C 39.539 5.836 33.537 -0.1 0.4 3.0
C 38.179 5.217 33.831 0.5 -0.4 -0.2
O 39.562 6.309 32.251 0.3 0.8 -2.0
H 39.064 7.789 34.194 0.0 0.2 0.2
H 40.791 7.496 34.283 0.1 -0.1 0.0
H 39.726 6.838 35.541 0.0 -0.2 -0.1
H 40.301 5.072 33.691 0.2 -0.1 0.0
H 38.223 4.665 34.770 -0.3 0.2 0.1
H 38.016 4.488 33.037 -0.3 -0.2 -0.1
H 37.378 5.955 33.797 0.0 0.1 0.2
H 39.773 5.578 31.666 0.0 0.1 -0.4
```
Forces are in eV/Å.

Results
Charge = +1
Expectation value of S² = 0.7545
HOMO-LUMO gap (alpha / beta) = 0.290 / 0.062 Eh
LUMO energy (alpha / beta) = -2.8 / -9.0 eV
Multiplicity = 2